ORCA calculation (ωB97M-V/def2-TZVPD) on 7 unconnected molecules or ions with the total composition C27H58BIN8O13PS2 in a non-equilibrium geometry.

Last column: Löwdin charge in e.
Element x y z (Å)
C  3.60  2.64  1.51  -0.05
C  2.72  2.52  0.18  -0.24
O  2.93  3.62  -0.76  -0.19
C  1.77  3.74  -1.63  -0.19
C  1.62  2.53  -2.67  -0.12
O  0.27  2.39  -3.24  -0.13
C  -0.67  2.05  -2.26  -0.16
C  -1.71  3.11  -1.69  -0.50
I  -1.54  5.12  -2.56  0.98
N  -2.66  2.85  -0.69  0.14
N  -2.69  1.61  -0.20  -0.15
O  -3.65  1.40  0.75  0.07
B  -4.96  1.47  0.07  -0.57
O  -5.95  2.46  0.31  0.18
O  -5.25  0.41  -0.86  0.14
C  -1.90  0.46  -0.50  -0.15
P  -2.18  -1.19  0.45  0.46
S  -2.10  -0.92  2.40  0.20
C  -0.81  0.62  -1.62  -0.06
S  0.26  -0.81  -2.16  0.73
C  0.96  -0.57  -3.88  -0.11
O  1.39  -0.90  -1.16  -0.36
O  -0.53  -2.11  -2.24  -0.38
H  4.06  1.61  1.72  0.06
H  4.46  3.39  1.44  0.09
H  2.90  2.85  2.39  0.07
H  3.01  1.55  -0.38  0.11
H  1.58  2.50  0.40  0.13
H  0.84  3.96  -1.01  0.09
H  1.99  4.68  -2.27  0.13
H  2.32  2.76  -3.56  0.16
H  1.93  1.50  -2.26  0.10
H  -5.50  3.33  0.37  0.12
H  -4.89  -0.42  -0.46  0.08
H  -1.12  -2.14  0.17  0.01
H  -3.40  -1.84  0.07  -0.03
H  1.91  0.05  -3.90  0.08
H  0.15  -0.19  -4.62  0.10
H  1.20  -1.64  -4.24  0.09
C  -0.45  2.97  4.88  0.00
C  0.99  2.55  4.81  -0.55
O  1.88  3.34  4.52  0.01
N  1.29  1.25  5.06  0.02
C  0.39  0.17  5.40  -0.08
H  -0.54  4.03  4.66  0.08
H  -1.05  2.41  4.15  0.08
H  -0.84  2.80  5.89  0.09
H  2.28  1.05  4.99  0.13
H  0.69  -0.23  6.38  0.09
H  0.49  -0.61  4.65  0.07
H  -0.64  0.50  5.45  0.04
C  -5.16  -4.98  -1.49  0.00
C  -4.29  -4.82  -0.27  -0.52
O  -3.95  -3.72  0.15  -0.05
N  -3.89  -5.95  0.37  0.01
C  -4.18  -7.32  0.04  -0.06
H  -5.40  -3.99  -1.89  0.08
H  -4.63  -5.54  -2.26  0.09
H  -6.10  -5.48  -1.23  0.09
H  -3.31  -5.76  1.18  0.15
H  -4.69  -7.78  0.89  0.09
H  -3.24  -7.84  -0.13  0.09
H  -4.81  -7.41  -0.84  0.08
C  2.38  -1.47  1.44  -0.02
C  3.21  -1.34  2.69  -0.53
O  3.57  -0.25  3.13  0.02
N  3.58  -2.48  3.33  0.01
C  3.27  -3.85  2.98  -0.08
H  2.17  -0.48  1.04  0.06
H  2.92  -2.04  0.68  0.09
H  1.43  -1.96  1.68  0.08
H  4.14  -2.31  4.16  0.14
H  2.73  -4.30  3.82  0.08
H  4.21  -4.38  2.83  0.08
H  2.67  -3.91  2.08  0.07
C  -1.05  -1.79  -9.11  -0.01
C  -0.18  -1.66  -7.88  -0.55
O  0.18  -0.56  -7.46  0.01
N  0.21  -2.80  -7.25  0.00
C  -0.10  -4.17  -7.59  -0.07
H  -1.27  -0.80  -9.50  0.09
H  -0.52  -2.36  -9.88  0.09
H  -1.99  -2.28  -8.85  0.09
H  0.79  -2.62  -6.44  0.12
H  -0.62  -4.62  -6.74  0.08
H  0.84  -4.70  -7.77  0.09
H  -0.73  -4.24  -8.48  0.08
C  -2.77  -1.00  8.05  -0.01
C  -2.96  -1.23  6.57  -0.54
O  -2.73  -0.36  5.74  -0.02
N  -3.42  -2.45  6.17  0.01
C  -3.75  -3.59  6.98  -0.08
H  -2.40  0.02  8.21  0.09
H  -3.71  -1.11  8.57  0.09
H  -2.03  -1.70  8.44  0.09
H  -3.53  -2.52  5.17  0.13
H  -3.12  -4.43  6.67  0.08
H  -4.80  -3.85  6.81  0.08
H  -3.60  -3.41  8.04  0.08
C  4.80  6.07  -1.82  -0.01
C  4.41  7.08  -2.87  -0.55
O  3.24  7.45  -3.01  0.01
N  5.38  7.59  -3.67  0.00
C  6.79  7.29  -3.67  -0.08
H  3.92  5.76  -1.27  0.06
H  5.23  5.19  -2.30  0.09
H  5.51  6.51  -1.12  0.09
H  5.03  8.26  -4.34  0.14
H  7.34  8.22  -3.48  0.09
H  7.07  6.90  -4.65  0.08
H  7.06  6.56  -2.90  0.08

For the LUMO energy, the calculation gives -4.990 eV. The HOMO-LUMO gap comes out at 5.243 eV. As for the net charge: +1. As for the maximum force: 0.10204 hartree/bohr. The HOMO energy comes out at -10.23 eV. As for the total energy: -3939.6808 Ha.